Here is C2H2O4 in the gas phase in a non-equilibrium geometry from OMol25. Energies are from ωB97M-V/def2-TZVPD.

Results
SMILES: O=C(O)C(=O)O
Net charge: 0
E_LUMO: 0.4980 eV
Calculated total energy: -378.38088 Ha
Spin multiplicity: 1
Kohn-Sham gap: 11.45 eV

Last column: Löwdin charge in e.
Element x y z (Å)
1 C -0.7575 -0.1383 -0.1894  -0.39
2 C 0.7153 -0.0046 -0.2498  -0.42
3 H -2.2627 0.7307 0.5090  0.09
4 H 2.3367 -0.4902 0.4647  0.17
5 O -1.3567 0.8774 0.4768  0.17
6 O -1.3174 -1.1010 -0.7260  0.13
7 O 1.4035 -0.8540 0.5202  0.14
8 O 1.2388 0.9800 -0.8056  0.11

Here is C2H2O4 in the gas phase in a non-equilibrium geometry from OMol25. Energies are from ωB97M-V/def2-TZVPD.

Results
Net charge: 0
E_LUMO: 0.1986 eV
Calculated total energy: -378.32687 Ha
Spin multiplicity: 1
Kohn-Sham gap: 10.22 eV

Last column: Löwdin charge in e.
Element x y z (Å)
1 C -1.4608 -0.0587 0.1072  -0.61
2 C 0.3525 0.0570 -0.4317  -0.23
3 O -2.1208 -0.7479 -0.5650  0.14
4 O -1.2593 0.6042 1.0651  0.14
5 O 0.8579 1.2167 -0.6033  0.15
6 O 1.1488 -0.7710 0.2366  0.12
7 H 1.7168 1.3515 -0.1503  0.15
8 H 0.7647 -1.6519 0.3414  0.14

Here is an isolated ion of composition C2H2O4P and charge -1 in a non-equilibrium geometry from OMol25. Energies are from ωB97M-V/def2-TZVPD.

Results
Net charge: -1
E_LUMO: 3.3634 eV
Calculated total energy: -719.74564 Ha
Spin multiplicity: 1
Kohn-Sham gap: 8.16 eV

Last column: Löwdin charge in e.
Element x y z (Å)
1 C -1.2111 -0.6450 0.9384  -0.78
2 C -0.4866 -0.9965 -0.2918  0.00
3 O -2.3672 -0.6820 1.3099  0.01
4 O 0.0773 0.6399 -2.3267  -0.38
5 O -0.0831 -0.6121 1.6711  -0.09
6 O 0.7212 1.4274 0.0759  -0.26
7 P 0.5782 0.1658 -1.0763  0.47
8 H 0.8145 0.9824 0.9227  0.00
9 H 1.9568 -0.2799 -1.2233  0.03